# C44H91NO31

11 unconnected molecules or ions with the total composition C44H91NO31 in a non-equilibrium geometry (ωB97M-V/def2-TZVPD, OMol25).

Structure (SMILES) = COC[C@H](C)N.CCOC(=O)OC.CCOC(=O)OC.CCOC(=O)OC.CCOC(=O)OC.CCOC(=O)OC.CCOC(=O)OC.CCOC(=O)OC.CCOC(=O)OC.CCOC(=O)OC.CCOC(=O)OC
HOMO = -0.33736 hartree

Cartesian coordinates (Å):
C 7.116 3.815 -2.870
C 7.415 2.305 -2.901
C 8.930 2.052 -2.472
O 9.937 2.735 -3.300
C 10.015 2.259 -4.637
N 6.532 1.613 -1.945
H 6.219 4.171 -3.378
H 7.942 4.373 -3.311
H 7.115 4.236 -1.865
H 7.151 1.899 -3.877
H 9.193 0.996 -2.417
H 9.059 2.355 -1.432
H 10.328 1.219 -4.728
H 10.790 2.840 -5.137
H 9.187 2.518 -5.297
H 5.605 1.884 -2.239
H 6.622 1.967 -1.003
C -3.731 5.573 9.169
C -3.237 6.335 7.938
O -2.500 5.509 7.044
C -1.765 6.129 6.031
O -1.694 7.339 5.776
O -1.164 5.124 5.326
C -0.254 5.463 4.215
H -2.914 5.322 9.846
H -4.032 4.566 8.882
H -4.526 6.034 9.756
H -2.633 7.188 8.250
H -4.140 6.674 7.431
H 0.366 4.570 4.136
H 0.437 6.279 4.428
H -0.846 5.808 3.368
C -1.556 -7.559 6.629
C -0.999 -6.099 6.541
O -1.956 -5.138 6.994
C -2.279 -5.046 8.258
O -1.808 -5.678 9.207
O -3.084 -3.925 8.281
C -3.449 -3.435 9.590
H -0.666 -8.155 6.423
H -2.365 -7.870 5.968
H -1.947 -7.809 7.615
H -0.932 -5.844 5.483
H -0.100 -5.807 7.084
H -2.673 -2.811 10.035
H -3.827 -4.210 10.257
H -4.290 -2.747 9.507
C -6.522 7.064 1.527
C -5.759 6.225 0.510
O -6.305 4.899 0.536
C -7.458 4.655 -0.228
O -8.076 5.450 -0.923
O -7.667 3.336 -0.122
C -8.676 2.735 -0.973
H -7.485 7.227 1.044
H -6.119 8.048 1.766
H -6.718 6.560 2.474
H -4.729 6.298 0.860
H -5.705 6.674 -0.482
H -9.644 3.004 -0.551
H -8.391 1.684 -0.931
H -8.693 2.977 -2.036
C 4.048 -10.104 -11.002
C 3.803 -8.996 -10.003
O 2.949 -7.942 -10.391
C 3.226 -7.085 -11.354
O 4.307 -7.049 -11.963
O 2.150 -6.294 -11.428
C 2.035 -5.330 -12.465
H 3.247 -10.368 -11.693
H 4.349 -11.055 -10.565
H 4.930 -9.752 -11.537
H 4.693 -8.537 -9.572
H 3.110 -9.383 -9.257
H 2.048 -5.853 -13.422
H 2.796 -4.550 -12.492
H 1.021 -4.935 -12.396
C -8.592 -3.280 3.942
C -10.069 -3.617 3.698
O -10.679 -3.982 4.997
C -11.447 -3.080 5.606
O -11.917 -2.023 5.137
O -11.502 -3.449 6.935
C -12.187 -2.631 7.878
H -8.708 -2.523 4.717
H -8.082 -2.942 3.040
H -8.162 -4.191 4.360
H -10.100 -4.526 3.097
H -10.654 -2.902 3.119
H -12.009 -3.038 8.874
H -13.245 -2.511 7.646
H -11.698 -1.669 7.727
C 2.876 -0.967 7.491
C 1.983 0.071 8.182
O 2.367 0.095 9.573
C 1.610 0.645 10.510
O 0.554 1.231 10.322
O 2.191 0.414 11.667
C 1.487 0.705 12.904
H 2.720 -1.965 7.902
H 3.928 -0.760 7.689
H 2.840 -1.013 6.403
H 0.925 -0.169 8.084
H 2.121 1.055 7.734
H 0.784 1.522 12.744
H 2.137 1.108 13.681
H 0.904 -0.097 13.358
C 6.465 4.484 -8.745
C 5.569 3.299 -9.121
O 6.120 2.192 -8.440
C 5.942 0.998 -8.972
O 5.277 0.711 -9.996
O 6.622 0.068 -8.257
C 6.960 -1.208 -8.755
H 6.041 5.149 -7.993
H 6.614 5.007 -9.689
H 7.470 4.224 -8.412
H 5.816 3.215 -10.180
H 4.539 3.457 -8.800
H 6.062 -1.684 -9.148
H 7.292 -1.881 -7.965
H 7.688 -1.201 -9.566
C 6.665 12.276 1.157
C 6.710 11.466 -0.197
O 5.465 10.671 -0.249
C 4.836 10.302 -1.403
O 5.273 10.476 -2.532
O 3.809 9.573 -1.133
C 2.860 9.096 -2.109
H 6.520 11.646 2.035
H 5.784 12.917 1.170
H 7.553 12.862 1.397
H 7.531 10.751 -0.250
H 6.842 12.168 -1.020
H 2.233 8.289 -1.729
H 3.271 8.736 -3.051
H 2.208 9.929 -2.375
C -0.723 -1.003 -0.212
C -1.568 -0.726 -1.393
O -0.874 -0.799 -2.674
C -0.040 0.127 -3.065
O 0.277 1.220 -2.529
O 0.623 -0.377 -4.185
C 0.271 -1.565 -4.863
H -1.248 -0.650 0.676
H 0.204 -0.457 -0.384
H -0.482 -2.066 -0.194
H -2.000 0.267 -1.270
H -2.352 -1.475 -1.502
H -0.765 -1.512 -5.198
H 0.458 -2.443 -4.244
H 0.976 -1.823 -5.653
C -3.576 -10.900 -1.548
C -4.386 -10.263 -2.666
O -3.689 -9.245 -3.447
C -3.377 -7.992 -2.982
O -3.723 -7.513 -1.864
O -2.716 -7.235 -3.915
C -2.366 -7.738 -5.155
H -4.090 -11.754 -1.107
H -3.387 -10.267 -0.681
H -2.581 -11.177 -1.896
H -5.317 -9.842 -2.287
H -4.595 -11.027 -3.415
H -3.201 -8.019 -5.797
H -1.842 -8.687 -5.038
H -1.677 -7.180 -5.789

Atom charges from the Löwdin analysis, given in e for atoms 1 to 99: -0.076, -0.403, -0.146, -0.202, -0.125, 0.013, 0.072, 0.066, 0.075, 0.126, 0.111, 0.116, 0.087, 0.081, 0.078, 0.064, 0.062, -0.070, -0.233, 0.005, -0.489, 0.092, -0.032, -0.013, 0.071, 0.075, 0.078, 0.122, 0.122, 0.092, 0.087, 0.094, -0.051, -0.164, 0.011, -0.562, 0.100, -0.018, -0.049, 0.073, 0.075, 0.068, 0.120, 0.129, 0.093, 0.092, 0.085, -0.076, -0.228, 0.002, -0.517, 0.111, -0.013, -0.025, 0.068, 0.077, 0.082, 0.113, 0.123, 0.098, 0.093, 0.093, -0.066, -0.216, 0.016, -0.566, 0.098, -0.002, -0.043, 0.086, 0.076, 0.073, 0.133, 0.122, 0.095, 0.099, 0.094, -0.051, -0.188, 0.020, -0.526, 0.078, -0.042, -0.047, 0.081, 0.082, 0.080, 0.112, 0.118, 0.095, 0.095, 0.093, -0.067, -0.188, 0.029, -0.611, 0.104, 0.018, -0.022